Record 1
A 2-piece molecular cluster, C6H14N2O2 overall. Source: the Open Molecules 2025 dataset; level of theory: wB97M-V/def2-TZVPD.

Geometry (Å):
C 2.227 -0.589 1.160
N 1.596 -0.725 -0.135
C 0.803 -1.832 -0.378
C 0.100 -1.790 -1.703
O 0.659 -2.716 0.426
H 3.200 -1.065 1.254
H 2.364 0.487 1.343
H 1.557 -0.904 1.951
H 1.981 -0.225 -0.922
H 0.804 -2.078 -2.495
H -0.904 -2.204 -1.639
H -0.104 -0.813 -2.209
C -2.491 0.382 0.860
N -1.264 1.155 0.990
C -0.765 1.719 -0.189
C 0.381 2.681 -0.026
O -1.432 1.660 -1.202
H -3.306 1.085 0.718
H -2.508 -0.328 0.027
H -2.711 -0.197 1.742
H -0.485 0.714 1.468
H 1.224 2.335 0.576
H 0.705 3.046 -0.994
H -0.079 3.501 0.549

Its energy above the lowest of the compared OMol25 structures with the same formula, charge and spin is 1.191 eV. The SMILES is CNC(C)=O.CNC(C)=O. Its HOMO-LUMO gap is 10.41 eV.



Record 2
C7H13MoN2O5S4Si as an isolated structure. Source: the Open Molecules 2025 dataset; level of theory: wB97M-V/def2-TZVPD.

Geometry (Å):
Mo -0.049 -0.222 -1.128
O -2.748 0.835 1.678
C -1.932 0.310 0.997
O -1.333 0.866 -0.064
C -1.494 -1.174 1.171
O -1.884 -1.934 1.986
O -0.598 -1.455 0.197
S 0.784 1.787 -5.009
C 0.424 1.106 -3.606
S 0.761 -0.623 -3.259
S -0.303 1.857 -2.221
C 3.994 -0.787 0.654
Si 2.568 0.314 1.048
C 1.603 -0.179 2.547
C 2.928 2.120 0.940
O 1.453 0.053 -0.249
H 4.766 -0.684 1.420
H 4.440 -0.526 -0.306
H 3.691 -1.835 0.627
H 2.218 -0.068 3.443
H 1.289 -1.223 2.493
H 0.722 0.453 2.683
H 3.641 2.405 1.717
H 2.025 2.716 1.083
H 3.368 2.377 -0.026
N -3.886 -1.838 -0.539
C -3.486 -0.871 -1.348
N -4.111 0.289 -1.359
S -2.128 -1.134 -2.408
H -4.666 -1.733 0.094
H -3.423 -2.732 -0.574
H -4.878 0.501 -0.738
H -3.756 1.028 -1.945

Its energy above the lowest of the compared OMol25 structures with the same formula, charge and spin is 0.639 eV. Its HOMO-LUMO gap is 5.94 eV. Its charge is +1.



Record 3
One molecule with the formula C2H4Br2. Source: the Open Molecules 2025 dataset; level of theory: wB97M-V/def2-TZVPD.

Geometry (Å):
Br -0.003 -1.901 1.131
C -0.246 -0.598 -0.406
C 0.023 0.807 0.125
Br 1.854 0.764 0.920
H -1.254 -0.633 -0.817
H 0.434 -0.860 -1.217
H -0.713 0.869 0.926
H -0.094 1.552 -0.662

Its energy above the lowest of the compared OMol25 structures with the same formula, charge and spin is 0.469 eV. The SMILES is BrCCBr. Its HOMO-LUMO gap is 10.23 eV.



HOMO-LUMO gap of number 3 (C2H4Br2)? 10.23 eV



Copy entry 3 word for word.
One molecule with the formula C2H4Br2. Source: the Open Molecules 2025 dataset; level of theory: wB97M-V/def2-TZVPD.

Geometry (Å):
Br -0.003 -1.901 1.131
C -0.246 -0.598 -0.406
C 0.023 0.807 0.125
Br 1.854 0.764 0.920
H -1.254 -0.633 -0.817
H 0.434 -0.860 -1.217
H -0.713 0.869 0.926
H -0.094 1.552 -0.662

Its energy above the lowest of the compared OMol25 structures with the same formula, charge and spin is 0.469 eV. The SMILES is BrCCBr. Its HOMO-LUMO gap is 10.23 eV.



What is the HOMO-LUMO gap in the second record? 5.94 eV